# 1
{"formula": "C10H8O2S", "method": "wB97M-V/def2-TZVPD", "elements": ["C", "C", "C", "C", "C", "C", "C", "C", "C", "C", "H", "H", "H", "H", "H", "H", "H", "H", "O", "O", "S"], "positions_angstrom": [[-2.764, 0.443, -0.045], [-2.026, 1.574, 0.111], [-0.729, 1.550, 0.038], [-0.122, 0.316, -0.101], [-0.838, -0.924, -0.223], [-2.184, -0.872, -0.265], [1.330, 0.109, 0.049], [2.323, 1.259, -0.351], [3.537, 0.842, -0.249], [1.941, -1.120, 0.300], [-4.383, 1.412, 0.457], [-2.623, 2.542, 0.291], [-0.173, 2.553, -0.073], [-0.430, -1.843, -0.450], [-3.873, -1.477, 0.063], [1.863, 2.277, -0.552], [4.429, 1.602, -0.149], [1.709, -2.249, 0.594], [-4.211, 0.332, 0.398], [-3.028, -1.902, -0.288], [3.662, -0.707, 0.210]], "atomic_forces_ev_per_a": [[-2.28, -3.08, 1.38], [-6.60, 2.15, 0.33], [5.39, 1.41, -1.15], [1.18, -2.28, 0.46], [-0.30, 2.95, -0.46], [-1.91, 3.28, 1.12], [0.99, 1.00, -1.89], [-7.08, -0.26, 0.82], [4.56, 3.57, 0.48], [1.48, 0.93, 0.23], [-0.04, -4.38, -0.03], [1.10, -1.39, -0.25], [-0.63, -1.95, 0.70], [1.48, -1.67, -0.05], [1.01, -1.21, -0.77], [1.17, -1.45, 0.21], [-1.55, -2.04, -0.69], [0.12, 3.10, -0.77], [2.51, 5.34, -1.24], [-1.56, 0.19, 0.53], [0.95, -4.20, 1.03]], "mulliken_charge": [1.318, -0.486, -0.935, 1.197, -0.926, -0.135, 0.488, -0.721, -0.021, -0.389, 0.308, 0.088, 0.034, 0.444, 0.441, 0.161, 0.256, 0.295, -0.610, -0.607, -0.199], "molar_mass_g_mol": 192.239, "largest_force_ev_per_a": 7.1, "total_charge": 0, "spin_multiplicity": 1}

# 2
{"formula": "C5H8O2", "method": "wB97M-V/def2-TZVPD", "elements": ["O", "C", "C", "C", "C", "O", "C", "H", "H", "H", "H", "H", "H", "H", "H"], "positions_angstrom": [[-2.163, 0.756, 0.860], [-1.156, -0.215, 0.768], [-0.644, -0.554, -0.662], [0.742, -0.051, -0.245], [2.294, 0.152, -1.296], [1.289, 1.060, -0.923], [0.272, 0.230, 1.189], [-1.854, 1.554, 0.411], [-1.531, -1.080, 1.320], [-1.103, 0.044, -1.455], [-0.700, -1.613, -0.930], [1.589, -0.835, -0.255], [1.872, -0.367, -2.204], [0.349, 1.289, 1.452], [0.743, -0.369, 1.972]], "atomic_forces_ev_per_a": [[0.05, 0.25, -0.11], [0.08, -0.32, 0.07], [-0.06, -0.05, -0.11], [-0.13, -0.06, 0.06], [-0.04, 0.10, -0.22], [0.09, 0.11, -0.05], [0.07, 0.01, 0.15], [-0.12, -0.08, 0.08], [0.08, 0.11, -0.09], [0.06, -0.05, 0.11], [0.01, 0.18, 0.04], [0.00, -0.10, 0.03], [0.00, -0.05, 0.24], [-0.02, -0.14, -0.07], [-0.08, 0.09, -0.12]], "mulliken_charge": [-0.560, 0.122, -0.841, 0.721, -0.557, -0.353, -0.926, 0.342, 0.403, 0.305, 0.255, 0.335, 0.184, 0.290, 0.280], "molar_mass_g_mol": 100.117, "largest_force_ev_per_a": 0.3, "total_charge": 0, "spin_multiplicity": 1}

# 3
{"formula": "C2H5N3S", "method": "wB97M-V/def2-TZVPD", "elements": ["C", "C", "N", "N", "N", "S", "H", "H", "H", "H", "H"], "positions_angstrom": [[0.034, 0.018, -0.794], [0.729, -0.060, 1.470], [0.857, 0.690, -1.578], [-1.248, 0.240, -1.324], [0.143, -0.711, 0.352], [-0.456, 1.027, -2.629], [1.624, -0.722, 1.898], [1.048, 0.905, 1.119], [0.044, 0.170, 2.345], [-2.170, -0.173, -1.344], [-0.606, -1.384, 0.483]], "atomic_forces_ev_per_a": [[-1.85, 0.10, -0.45], [1.54, -1.18, 2.76], [-0.80, -1.06, 0.74], [0.83, 0.50, -0.85], [-0.04, -0.50, -0.39], [0.04, 0.67, -0.41], [-1.67, 1.73, -0.79], [0.71, 0.28, 0.07], [0.41, -0.55, -1.05], [0.46, -0.39, 0.28], [0.37, 0.40, 0.08]], "mulliken_charge": [0.401, -0.745, -0.499, -0.269, -0.189, 0.021, 0.206, 0.336, 0.252, 0.252, 0.231], "molar_mass_g_mol": 103.150, "largest_force_ev_per_a": 3.4, "total_charge": 0, "spin_multiplicity": 1}

Looking at frontier orbital gap for the records above, in order, we have 0.3097 0.3425 0.3183 Ha.
Looking at energy above the lowest of the compared OMol25 structures with the same formula, charge and spin for the records above, in order, we have 77.3 130.8 64.9 kcal/mol.